Below is 10 unconnected molecules or ions with the total composition H20N2O11, with properties calculated with ωB97M-V with the def2-TZVPD basis set.

XYZ file:
```
33
Properties=species:S:1:pos:R:3:forces:R:3:nbo_charge:R:1
N 22.542 27.024 26.855 2.4 0.3 -0.1 -0.933
H 22.596 27.015 27.952 -0.1 0.1 -2.4 0.483
H 22.994 26.208 26.359 1.0 1.0 1.0 0.462
H 22.931 27.955 26.367 -1.6 -2.2 1.3 0.499
H 21.637 26.720 26.573 -2.0 1.2 0.0 0.447
N 21.453 31.292 27.828 -2.5 0.3 -4.7 0.687
O 20.287 31.727 27.500 1.0 -1.6 2.2 -0.508
O 21.652 30.008 27.966 0.0 1.1 0.8 -0.679
O 22.371 32.039 27.517 1.6 -0.3 1.5 -0.463
O 19.416 28.091 25.703 1.5 2.7 0.8 -0.982
H 18.870 27.350 25.842 -1.2 -1.2 0.6 0.482
H 19.336 28.744 26.467 0.0 -1.4 -1.4 0.505
O 25.411 26.118 27.985 -0.4 2.3 0.1 -0.985
H 25.310 26.722 28.779 0.2 -1.6 -1.0 0.499
H 25.527 25.221 28.238 0.2 -0.9 0.8 0.473
O 21.329 27.310 23.455 0.6 2.8 0.7 -0.995
H 21.377 27.852 24.367 -0.3 -1.2 -3.2 0.521
H 21.549 27.959 22.688 -0.6 -1.4 2.3 0.493
O 24.339 27.483 30.205 0.9 -3.2 3.5 -0.947
H 24.636 27.281 31.181 -0.8 0.0 -2.7 0.498
H 24.481 28.386 30.225 0.4 3.4 -0.5 0.487
O 23.406 25.671 23.969 0.2 0.5 0.4 -0.981
H 22.698 26.211 23.576 -0.1 0.5 0.0 0.498
H 23.021 24.810 23.910 -0.1 -1.1 0.0 0.460
O 21.647 27.896 29.855 0.8 -0.6 -0.1 -1.015
H 21.713 28.693 29.283 0.1 0.0 0.4 0.510
H 22.536 27.664 30.235 -1.3 0.7 -0.7 0.481
O 22.297 29.735 24.996 -2.3 2.0 1.1 -1.027
H 22.331 30.275 25.926 -0.6 -1.6 -3.2 0.530
H 21.435 30.034 24.453 2.9 -0.6 2.4 0.499
O 19.385 25.652 27.818 0.8 -1.0 -1.8 -0.968
H 19.141 24.770 28.108 -0.1 0.2 0.3 0.482
H 19.154 26.291 28.456 -0.4 0.9 1.4 0.487
```
Positions in Å, forces in eV/Å.

Values from the calculation:
energy	-25822.11538	eV
orbital gap	0.296	Ha
energy relative to the best compared isomer or geometry (same formula, charge and spin)	0.799	eV
LUMO energy	-0.3	eV
HOMO level	-8.4	eV

Below is 4 unconnected molecules or ions with the total composition C12H23N3O3, with properties calculated with ωB97M-V with the def2-TZVPD basis set.

XYZ file:
```
41
Properties=species:S:1:pos:R:3:forces:R:3:nbo_charge:R:1
C 3.450 2.445 0.481 0.4 0.5 0.3 -0.246
O 2.182 2.487 -0.103 -0.4 -0.5 -0.3 -0.548
C 1.144 2.988 0.732 0.9 0.2 -0.5 -0.081
C -0.158 2.640 0.050 0.0 0.4 -0.2 -0.088
O -0.454 1.283 0.308 -0.4 0.0 -0.3 -0.558
C -1.776 1.020 0.736 -0.3 0.2 1.1 -0.093
C -1.881 -0.428 1.203 0.7 -0.1 -0.5 -0.081
O -1.234 -0.813 2.410 -0.2 0.3 0.2 -0.543
C 0.071 -0.335 2.645 0.2 -0.3 -0.2 -0.247
H 4.173 2.174 -0.287 -0.1 -0.1 0.0 0.197
H 3.523 1.735 1.313 -0.1 -0.1 0.0 0.164
H 3.750 3.435 0.855 -0.1 0.0 0.1 0.161
H 1.321 4.066 0.826 -0.4 0.1 0.1 0.173
H 1.226 2.532 1.723 -0.2 0.0 0.1 0.175
H -0.052 2.795 -1.029 0.3 -0.1 0.0 0.193
H -0.954 3.344 0.314 -0.1 -0.3 0.5 0.182
H -2.545 1.182 -0.027 0.2 -0.1 -0.4 0.181
H -2.029 1.725 1.541 0.0 -0.1 0.2 0.168
H -1.461 -1.000 0.363 -0.2 -0.2 0.1 0.175
H -2.917 -0.722 1.350 -0.1 0.1 -0.2 0.208
H 0.757 -0.593 1.829 0.0 0.1 -0.1 0.165
H 0.441 -0.834 3.542 -0.2 0.1 0.1 0.185
H 0.100 0.744 2.785 0.0 0.1 0.1 0.169
C -2.687 0.156 -3.642 0.3 -0.3 -0.2 -0.734
C -2.938 -0.848 -2.607 -0.2 0.2 0.0 0.310
N -3.147 -1.645 -1.806 0.1 0.1 0.0 -0.362
H -3.459 0.125 -4.407 -0.1 0.0 0.1 0.253
H -1.735 -0.094 -4.114 0.0 0.0 0.0 0.284
H -2.617 1.167 -3.248 -0.1 -0.1 0.2 0.246
C 0.268 -4.056 1.565 0.9 0.7 -0.6 -0.717
C 1.301 -3.936 0.511 -0.2 -0.5 0.3 0.296
N 2.108 -3.823 -0.298 -0.1 0.0 0.1 -0.354
H 0.318 -3.103 2.092 -0.4 -0.1 0.2 0.259
H 0.510 -4.854 2.259 -0.1 -0.2 -0.1 0.254
H -0.698 -4.179 1.084 -0.1 -0.1 0.2 0.262
C 1.148 -1.044 -1.371 0.6 0.1 0.3 -0.740
C 0.742 -1.260 -2.743 -0.1 0.3 0.1 0.321
N 0.388 -1.464 -3.814 -0.1 0.0 -0.3 -0.379
H 1.104 -0.014 -1.018 -0.4 0.1 -0.4 0.276
H 2.195 -1.327 -1.260 -0.1 -0.4 0.0 0.266
H 0.523 -1.672 -0.743 0.1 0.0 0.1 0.248
```
Positions in Å, forces in eV/Å.

Values from the calculation:
energy	-23427.08482	eV
orbital gap	0.389	Ha
energy relative to the best compared isomer or geometry (same formula, charge and spin)	4.578	eV
LUMO energy	0.7	eV
HOMO level	-9.9	eV

Below is a molecular structure, C19H38AlBr2ClCsF4O7, with properties calculated with ωB97M-V with the def2-TZVPD basis set.

XYZ file:
```
73
Properties=species:S:1:pos:R:3:forces:R:3:lowdin_charge:R:1
C -1.972 5.660 2.160 -0.5 -0.3 -0.8 -0.062
C -3.289 5.377 1.386 0.4 -0.1 1.2 -0.247
O -3.583 3.990 1.462 0.1 0.2 -0.4 -0.148
C -2.726 3.222 0.645 -0.8 -0.1 -0.5 -0.216
C -3.466 1.920 0.294 1.3 -0.2 -0.2 -0.050
C -2.780 0.676 0.896 -1.6 1.1 0.1 -0.224
O -1.575 0.511 0.181 -0.1 -0.3 0.6 -0.061
C -0.614 -0.248 0.868 2.0 0.0 -0.6 -0.290
C 0.567 -0.396 -0.127 -0.6 0.3 0.2 -0.126
C 0.085 -0.550 -1.574 1.8 -0.1 0.2 -0.115
C 1.342 -0.529 -2.482 -0.9 1.1 -0.2 -0.135
C 2.028 0.925 -2.519 0.0 -2.3 -0.1 -0.479
O 3.261 1.045 -2.364 -0.6 -0.5 0.4 0.000
O 1.236 1.874 -2.757 -0.9 0.6 0.7 0.103
C 1.472 3.099 -1.995 -0.4 2.1 1.1 -0.119
C 0.753 3.093 -0.630 0.2 -0.6 -0.7 -0.033
C -0.066 0.403 2.144 -1.1 -1.0 0.8 -0.151
O -0.771 -0.189 3.237 -0.3 0.3 -0.2 -0.185
C -1.035 0.746 4.268 0.2 -0.2 0.2 -0.095
C -3.747 -0.492 0.738 -0.8 0.1 0.5 -0.441
F -3.196 -1.699 1.007 0.8 -0.2 0.1 0.112
F -4.144 -0.545 -0.547 0.8 0.1 -0.7 0.003
C -5.033 -0.358 1.611 -1.3 1.0 -0.7 -0.416
F -5.255 -1.466 2.306 0.2 -0.6 0.5 0.081
F -4.900 0.667 2.521 0.4 0.1 0.3 0.037
H -1.148 5.732 1.446 0.1 0.3 0.2 0.057
H -2.054 6.546 2.782 0.2 0.1 -0.1 0.070
H -1.774 4.793 2.790 -0.1 0.1 0.2 0.070
H -3.244 5.723 0.349 0.0 -0.1 0.0 0.113
H -4.124 5.874 1.877 0.0 0.0 0.0 0.118
H -2.560 3.768 -0.298 0.1 0.1 0.1 0.121
H -1.738 3.064 1.099 -0.1 -0.1 0.2 0.101
H -3.395 1.785 -0.786 -0.4 0.0 0.0 0.123
H -4.503 2.018 0.595 0.0 0.0 0.0 0.135
H -2.671 0.892 1.961 0.5 -0.3 0.0 0.149
H -0.916 -1.268 1.115 -0.6 0.2 0.1 0.157
H 1.228 0.469 -0.003 0.0 0.1 -0.2 0.099
H 1.158 -1.270 0.167 0.0 0.0 0.0 0.133
H -0.544 0.261 -1.923 -0.4 -0.2 0.2 0.124
H -0.364 -1.536 -1.673 -0.4 0.2 -0.3 0.143
H 2.071 -1.349 -2.147 -3.0 0.4 0.2 -0.036
H 1.042 -0.766 -3.510 0.3 -0.1 0.0 0.150
H 2.523 3.305 -1.814 0.2 -0.4 -0.6 0.127
H 1.045 3.916 -2.566 0.1 -0.3 -0.5 0.134
H 1.430 2.746 0.149 -0.2 -0.2 0.1 0.084
H 0.438 4.098 -0.356 0.0 0.1 -0.2 0.088
H -0.134 2.466 -0.724 -0.1 0.0 0.4 0.074
H -0.253 1.479 2.202 0.3 0.1 -0.6 0.121
H 0.995 0.150 2.267 0.1 0.3 -0.1 0.133
H -1.589 1.627 3.918 0.2 0.0 -0.2 0.086
H -1.674 0.270 5.007 0.2 -0.2 0.0 0.097
H -0.079 1.039 4.715 -0.2 0.2 0.2 0.093
H -5.965 -0.186 0.949 1.5 0.1 0.8 -0.032
Al 3.565 -0.883 -2.494 4.8 -0.1 -0.7 0.887
C 6.342 -3.681 0.325 -0.1 0.2 0.1 -0.053
C 5.087 -4.334 -0.232 0.6 -0.2 -0.1 -0.478
C 5.299 -5.822 -0.481 -0.2 0.7 0.5 -0.190
O 4.715 -3.686 -1.457 -0.4 0.0 0.1 -0.161
H 7.172 -3.772 -0.381 0.0 -0.1 0.0 0.087
H 6.179 -2.616 0.491 0.0 0.0 0.1 0.080
H 6.639 -4.139 1.269 0.0 0.0 0.0 0.087
H 4.260 -4.194 0.465 -0.1 0.1 -0.2 0.141
H 6.093 -5.975 -1.206 0.2 0.3 0.1 0.015
H 4.395 -6.267 -0.881 -0.2 0.2 0.1 0.011
H 5.566 -6.336 0.446 0.0 0.0 0.0 0.092
H 5.439 -3.799 -2.084 0.0 0.0 0.0 0.080
Cl -6.693 -1.274 -0.404 -1.4 -0.7 -1.1 -0.102
O -4.939 0.252 -3.845 0.2 0.1 0.0 -0.064
H -5.108 0.118 -2.904 -0.3 -0.2 0.1 0.004
H -3.981 0.299 -3.906 0.0 0.0 0.0 0.012
Br 5.403 -8.271 -2.032 0.0 -1.0 -1.7 0.231
Br 5.571 -8.264 -4.505 3.1 1.9 1.0 -0.154
Cs 3.201 -9.740 -4.503 -3.1 -2.0 0.1 0.899
```
Positions in Å, forces in eV/Å.

Values from the calculation:
energy	-205261.17091	eV
orbital gap	0.037	Ha
LUMO energy	-6.6	eV
net charge	+1
HOMO level	-7.6	eV

Below is C3H5FN2OS in the gas phase, with properties calculated with ωB97M-V with the def2-TZVPD basis set.

XYZ file:
```
13
Properties=species:S:1:pos:R:3:forces:R:3:nbo_charge:R:1
O -1.955 1.625 0.459 0.4 -0.5 -0.1 -0.555
C -1.037 0.842 0.359 0.1 0.4 0.3 0.644
C 0.247 0.994 1.180 0.0 0.6 -0.6 -0.052
F -0.054 1.692 2.324 0.1 -0.2 0.0 -0.338
N -1.104 -0.235 -0.516 1.4 0.4 0.5 -0.671
C -0.318 -1.407 -0.540 0.1 0.0 0.2 0.228
N 0.889 -1.522 -0.902 0.0 0.3 -0.1 -0.539
S 1.693 -0.157 -1.538 -0.1 -0.2 0.1 0.169
H 0.971 1.594 0.584 -0.4 -0.4 0.4 0.204
H 0.687 0.026 1.429 0.0 0.1 0.1 0.184
H -2.020 -0.327 -0.842 -1.6 -0.3 -0.7 0.413
H -0.836 -2.311 -0.225 0.1 0.0 0.0 0.185
H 2.837 -0.813 -1.772 0.0 0.0 0.0 0.127
```
Positions in Å, forces in eV/Å.

Values from the calculation:
energy	-21771.58367	eV
orbital gap	0.371	Ha
energy relative to the best compared isomer or geometry (same formula, charge and spin)	0.000	eV
LUMO energy	0.6	eV
HOMO level	-9.5	eV

Below is 3 unconnected molecules or ions with the total composition C3H13NO3S, with properties calculated with ωB97M-V with the def2-TZVPD basis set.

XYZ file:
```
21
Properties=species:S:1:pos:R:3:forces:R:3:nbo_charge:R:1
N 1.398 0.152 -0.254 -0.3 1.2 -0.1 -0.838
C 0.505 -0.968 -0.166 0.3 -1.6 0.7 -0.084
C 0.936 -2.198 -1.022 1.0 0.1 -0.9 -0.086
O 2.293 -2.004 -1.511 -0.3 0.0 0.5 -0.742
C -0.943 -0.494 -0.281 -0.1 1.4 -0.1 -0.542
S -2.118 -1.340 -1.339 -0.1 -0.4 -0.3 -0.016
H 1.084 0.783 -0.989 0.5 -0.2 0.1 0.357
H 2.368 -0.109 -0.396 -0.3 -0.1 -0.2 0.390
H 0.620 -1.372 0.834 0.0 0.1 0.5 0.179
H 0.377 -2.402 -1.918 -0.7 0.3 -0.3 0.178
H 0.909 -3.107 -0.427 -0.1 0.0 0.3 0.166
H 2.800 -2.801 -1.343 0.0 0.0 0.0 0.474
H -0.868 0.506 -0.694 -0.1 0.2 -0.5 0.225
H -1.444 -0.231 0.653 0.4 -0.7 0.3 0.230
H -1.617 -2.571 -1.180 -0.2 -0.1 0.1 0.110
O 0.204 2.154 3.050 -0.5 -0.3 0.1 -0.960
H 0.714 2.927 3.298 0.3 -0.1 -0.3 0.471
H 0.619 1.695 2.309 0.2 0.4 0.1 0.487
O -2.386 3.706 0.220 0.3 -0.4 -1.1 -0.965
H -3.341 3.611 0.094 0.4 0.3 0.8 0.481
H -2.109 4.064 1.062 -0.7 0.0 0.3 0.484
```
Positions in Å, forces in eV/Å.

Values from the calculation:
energy	-21788.58071	eV
orbital gap	0.353	Ha
energy relative to the best compared isomer or geometry (same formula, charge and spin)	1.397	eV
LUMO energy	0.7	eV
HOMO level	-8.9	eV

Below is 6 unconnected molecules or ions with the total composition C40H34NO12, with properties calculated with ωB97M-V with the def2-TZVPD basis set.

XYZ file:
```
87
Properties=species:S:1:pos:R:3:forces:R:3:lowdin_charge:R:1
C 4.127 -2.041 4.463 0.6 -0.9 -0.1 -0.123
C 2.776 -1.695 3.594 -0.1 -0.1 0.1 -0.135
C 1.951 -0.361 4.175 2.6 4.7 -2.8 -0.221
O 2.344 0.818 3.617 -3.3 -7.1 3.9 -0.050
O 0.931 -0.458 5.231 1.6 1.1 -3.1 -0.097
C -0.061 0.626 5.154 -1.2 0.8 -0.5 -0.177
C -1.465 -0.002 5.810 1.2 -0.5 -0.9 -0.081
C -1.867 -1.266 4.795 -0.7 -2.0 0.1 -0.060
C -2.117 -2.736 5.487 -0.6 0.5 -5.3 0.042
C -2.505 -3.981 4.445 0.9 4.3 -1.1 0.031
C -2.571 -3.646 2.819 0.8 3.2 2.9 0.026
C -2.299 -2.103 2.291 -0.2 -1.9 3.7 0.070
N -1.979 -0.983 3.290 -0.7 -5.4 1.5 0.073
H 3.945 -2.966 5.187 0.3 2.2 -1.4 0.090
H 4.579 -1.140 5.057 -1.1 -1.7 -1.2 0.091
H 4.974 -2.402 3.711 -1.9 0.8 1.5 0.093
H 2.098 -2.652 3.534 1.2 2.0 0.3 0.117
H 3.138 -1.462 2.483 -1.1 0.0 2.6 0.113
H 0.268 1.622 5.677 -0.5 -2.2 -0.8 0.152
H -0.236 0.902 4.008 0.4 -0.5 2.5 0.119
H -2.323 0.791 5.898 1.7 -1.5 -0.5 0.132
H -1.207 -0.387 6.909 -0.7 0.5 -2.6 0.141
H -2.046 -2.882 6.656 -0.1 0.5 -2.8 0.120
H -2.728 -5.067 4.882 0.6 2.7 -1.2 0.118
H -2.830 -4.497 2.053 0.7 2.1 1.5 0.070
H -2.370 -1.821 1.142 0.2 -0.5 2.8 0.148
H -1.845 -0.028 2.865 -0.4 -1.0 0.7 0.092
C -1.225 2.923 1.546 0.2 0.2 0.0 0.019
C -0.825 4.195 1.634 0.2 -0.5 -0.1 0.043
C -1.702 5.236 2.206 0.3 1.2 0.1 -0.368
O -1.337 6.401 2.285 -0.3 -1.1 -0.1 0.131
C -3.036 4.816 2.678 -0.4 -0.3 0.1 0.039
C -3.436 3.544 2.590 -0.1 0.3 0.0 0.026
C -2.559 2.503 2.019 0.1 0.3 -0.1 -0.375
O -2.924 1.338 1.940 0.2 -0.1 0.2 0.044
H -0.594 2.147 1.129 0.0 0.0 0.0 0.122
H 0.151 4.518 1.293 0.0 0.0 0.0 0.131
H -3.666 5.592 3.096 0.0 0.0 0.0 0.131
H -4.412 3.221 2.932 0.0 0.0 0.0 0.125
C 3.644 -0.180 -2.598 0.0 -0.5 0.1 0.028
C 4.018 -1.213 -1.837 -0.1 0.2 -0.2 0.030
C 4.490 -1.014 -0.452 0.3 -0.7 0.3 -0.389
O 4.834 -1.959 0.244 -0.3 0.5 -0.2 0.085
C 4.532 0.371 0.059 -0.1 0.5 0.0 0.022
C 4.158 1.404 -0.702 0.1 -0.1 0.4 0.027
C 3.686 1.205 -2.087 -0.1 0.5 -0.4 -0.362
O 3.342 2.150 -2.783 0.1 -0.5 0.4 0.093
H 3.296 -0.309 -3.615 0.1 0.1 0.0 0.078
H 3.992 -2.235 -2.197 0.0 0.0 0.0 0.125
H 4.880 0.500 1.076 0.0 0.0 0.0 0.123
H 4.184 2.426 -0.342 0.0 0.0 0.0 0.123
C 1.922 5.163 -2.995 0.4 0.1 0.1 0.022
C 2.766 6.199 -2.964 -0.1 -0.4 0.0 0.028
C 2.294 7.579 -3.196 0.7 0.8 0.0 -0.383
O 3.066 8.527 -3.170 -0.6 -0.7 0.0 0.106
C 0.854 7.769 -3.462 -0.5 -0.2 -0.1 0.024
C 0.010 6.733 -3.493 0.1 0.4 0.0 0.018
C 0.482 5.354 -3.261 -0.4 -0.5 0.0 -0.387
O -0.290 4.405 -3.287 0.4 0.5 0.1 0.085
H 2.251 4.145 -2.828 0.0 0.0 0.0 0.088
H 3.824 6.076 -2.769 0.0 0.0 0.0 0.125
H 0.525 8.787 -3.629 0.0 0.0 0.0 0.124
H -1.048 6.856 -3.687 0.0 0.0 0.0 0.121
C -5.016 -7.107 -1.595 0.1 0.5 -0.1 0.036
C -4.367 -5.991 -1.249 -0.2 -0.2 -0.2 0.025
C -3.315 -6.007 -0.213 0.1 0.1 -0.1 -0.377
O -2.721 -4.986 0.106 -0.2 -0.2 0.0 0.039
C -3.008 -7.303 0.424 -0.1 -0.3 0.0 0.019
C -3.657 -8.419 0.078 0.4 0.2 0.3 0.035
C -4.709 -8.403 -0.958 -0.6 -1.0 -0.4 -0.371
O -5.303 -9.424 -1.277 0.5 0.9 0.3 0.126
H -5.791 -7.113 -2.352 0.0 0.0 0.0 0.130
H -4.580 -5.033 -1.707 0.0 0.0 0.0 0.124
H -2.233 -7.298 1.181 0.0 0.0 0.0 0.121
H -3.444 -9.377 0.536 0.0 0.0 0.0 0.129
C 0.493 0.311 -8.037 0.5 0.0 0.0 0.029
C 1.722 0.224 -7.518 -0.3 0.1 -0.3 0.029
C 1.928 -0.001 -6.073 0.6 0.0 0.2 -0.363
O 3.052 -0.079 -5.597 -0.6 0.0 -0.5 0.081
C 0.726 -0.126 -5.226 -0.5 0.0 0.0 0.026
C -0.503 -0.039 -5.746 0.3 -0.1 0.4 0.028
C -0.709 0.185 -7.190 -0.9 0.1 -0.5 -0.379
O -1.833 0.263 -7.667 0.8 -0.1 0.4 0.108
H 0.324 0.476 -9.095 0.0 0.0 0.0 0.126
H 2.614 0.313 -8.126 0.0 0.0 0.1 0.125
H 0.895 -0.291 -4.169 0.0 0.0 0.0 0.115
H -1.395 -0.129 -5.138 0.0 0.0 -0.1 0.123
```
Positions in Å, forces in eV/Å.

Values from the calculation:
energy	-68069.31995	eV
orbital gap	0.256	Ha
LUMO energy	-4.6	eV
net charge	+1
HOMO level	-11.5	eV

- Which formula does entry 1 have?
  H20N2O11